{"formula": "C30H44N3O13", "method": "ωB97M-V/def2-TZVPD", "species": ["C", "C", "O", "N", "H", "H", "C", "H", "H", "H", "H", "H", "H", "C", "C", "O", "N", "H", "H", "C", "H", "H", "H", "H", "H", "H", "N", "O", "O", "O", "C", "C", "C", "O", "H", "H", "H", "H", "H", "H", "H", "H", "C", "C", "C", "O", "H", "H", "H", "H", "H", "H", "H", "H", "C", "C", "C", "O", "C", "C", "C", "O", "H", "H", "H", "H", "C", "C", "C", "O", "C", "C", "C", "O", "H", "H", "H", "H", "C", "C", "C", "O", "C", "C", "C", "O", "H", "H", "H", "H"], "coordinates": [[13.53262, -22.75621, 27.52666], [12.33287, -23.30359, 28.45272], [12.05093, -22.56785, 29.34389], [11.82578, -24.72418, 28.22337], [11.41485, -24.85242, 27.22446], [12.59922, -25.12246, 28.58422], [10.85531, -25.07018, 29.22665], [14.43911, -23.26696, 27.87901], [13.44618, -21.66646, 27.34050], [13.46700, -23.37933, 26.49410], [10.30912, -25.99706, 29.14782], [9.98530, -24.42914, 28.92408], [11.27766, -24.97936, 30.34395], [13.71631, -28.82036, 25.37351], [14.83679, -27.99849, 24.53299], [15.27893, -28.49939, 23.50488], [15.36768, -26.80436, 25.17778], [14.44836, -26.18981, 25.06551], [15.59187, -26.95611, 26.13844], [16.51266, -26.18956, 24.49900], [13.37948, -28.25228, 26.21741], [14.04342, -29.89039, 25.66756], [13.03847, -28.83626, 24.73954], [17.45365, -26.53102, 24.70348], [16.69970, -25.17110, 24.97427], [16.11265, -25.99367, 23.47275], [12.26795, -25.46521, 24.69335], [11.99781, -26.50621, 24.14026], [11.72333, -25.17028, 25.72688], [13.45013, -24.98932, 24.51482], [7.84698, -25.21235, 24.22618], [9.26310, -24.97195, 23.92088], [9.73333, -23.55567, 23.90596], [10.05420, -25.79300, 24.95575], [7.10446, -24.65929, 23.64776], [7.64001, -24.65227, 25.05255], [7.63936, -26.20370, 24.52744], [9.56428, -25.29316, 23.09352], [9.28812, -23.13908, 24.59272], [9.36688, -23.18550, 22.94999], [10.90850, -23.53212, 23.97080], [10.89032, -25.73079, 24.52036], [15.28875, -20.42535, 24.39847], [14.89511, -21.75333, 23.64090], [15.60542, -22.19244, 22.36275], [15.16712, -22.84824, 24.44633], [16.40469, -20.31669, 24.44167], [14.62115, -20.09118, 25.19026], [15.00700, -19.55810, 23.79741], [13.72346, -21.75979, 23.50811], [15.83496, -21.30269, 21.77079], [14.95707, -22.96106, 21.80699], [16.51750, -22.63062, 22.53638], [14.34660, -23.54614, 24.38664], [11.11057, -26.46862, 19.40557], [11.66770, -27.94963, 19.46196], [12.53202, -28.34434, 20.65165], [12.99588, -29.47732, 20.83423], [12.86802, -27.25005, 21.58098], [12.20143, -25.97953, 21.57624], [11.25966, -25.55831, 20.50631], [10.55655, -24.49507, 20.41313], [10.75289, -26.21194, 18.34325], [11.33353, -28.61482, 18.67341], [13.54641, -27.37212, 22.40423], [12.60925, -25.07621, 22.05546], [8.18440, -29.69603, 24.60975], [9.25410, -29.95580, 25.67477], [10.67551, -29.54742, 25.37767], [11.62477, -29.84325, 26.03980], [10.88540, -28.80161, 24.09495], [9.81623, -28.77332, 23.03022], [8.41647, -29.14619, 23.38246], [7.60994, -28.79866, 22.57194], [7.14126, -30.10744, 24.82891], [8.82317, -30.37635, 26.63427], [11.85226, -28.35879, 23.89942], [9.98110, -28.19528, 22.15341], [10.52677, -22.12574, 25.11963], [9.65866, -22.58047, 26.32362], [9.54761, -21.67044, 27.38375], [8.78815, -21.95292, 28.35538], [10.12533, -20.27774, 27.31743], [11.04498, -19.90840, 26.23842], [11.18564, -20.78938, 25.10552], [11.78347, -20.36437, 24.00263], [10.54691, -22.82494, 24.44878], [9.30899, -23.50606, 26.31586], [9.85381, -19.62008, 28.20395], [11.24490, -18.89282, 26.32079]], "atomic_forces_ev_per_a": [[-2.09, -4.21, -2.69], [2.83, 4.33, -1.14], [-1.41, -1.91, 0.04], [-3.13, 2.52, -0.42], [1.71, -0.20, 1.24], [3.95, -3.00, -0.35], [-2.95, 1.23, 2.74], [0.14, 1.14, 0.48], [0.42, -0.91, 0.58], [-0.12, 1.89, 1.90], [1.02, -1.04, -0.53], [0.63, 0.27, 1.50], [-1.15, 0.26, -2.76], [8.49, 0.80, 4.07], [0.15, -6.05, -0.62], [-0.75, 2.67, 2.55], [-0.94, 0.82, -1.05], [1.54, 0.43, 0.29], [-0.32, -0.44, 1.00], [-2.51, 4.62, -0.75], [-0.07, 0.16, 0.64], [-0.21, 2.06, -0.66], [-5.80, -0.83, -5.24], [2.02, -2.48, -0.25], [-1.08, -0.73, -0.65], [1.39, -0.38, 0.62], [7.96, -1.32, 3.55], [1.50, -0.75, -2.23], [3.12, 3.12, 2.90], [0.30, 0.77, -1.23], [-0.61, 1.08, -1.02], [-0.73, -0.35, 6.56], [0.18, -11.12, -11.27], [-7.92, 1.51, -2.64], [0.09, -0.93, -1.22], [-0.23, 1.37, 3.28], [-0.44, -1.15, -0.47], [2.05, -3.59, -7.22], [-4.94, 2.95, 5.15], [0.60, 0.53, -0.18], [-2.02, -4.04, -3.38], [-4.91, -1.58, -0.55], [0.40, 0.12, -2.55], [-2.23, 0.41, 0.04], [-2.81, 1.98, -1.78], [-2.74, -4.14, 2.52], [-1.06, -0.26, 0.93], [0.57, -1.13, 1.06], [0.19, -0.15, -1.04], [2.14, 0.59, -0.22], [-0.36, -0.24, -0.68], [0.89, 1.34, 0.61], [2.12, -1.09, 0.94], [3.06, 2.70, 0.20], [2.56, -7.78, -2.87], [-2.12, 6.57, 1.03], [-0.08, -1.46, -0.64], [-0.91, 1.88, -0.49], [-2.68, 4.72, 0.33], [2.28, -1.88, -1.37], [-2.28, 2.24, -1.25], [2.63, -2.74, 1.51], [-0.02, -0.02, 2.27], [0.47, -0.12, 0.16], [0.35, -0.49, -0.33], [-0.24, -0.85, 0.67], [1.65, -4.14, 8.64], [-5.13, 1.20, -3.81], [-1.91, 0.39, -1.76], [0.25, -0.82, 1.80], [-5.01, -0.73, -4.69], [4.91, -0.06, 6.08], [3.50, 1.95, -3.09], [-2.35, 0.08, -0.91], [1.56, 0.85, -0.24], [1.23, 0.43, -1.22], [-0.88, -0.61, -0.33], [0.07, 0.09, -0.77], [-0.92, 8.30, 13.54], [6.97, 6.05, -5.23], [-2.73, 1.08, 3.25], [1.85, 0.52, -1.55], [2.96, 0.24, -2.42], [-4.79, -1.89, 4.92], [1.93, 1.77, -4.54], [-2.52, -2.25, 4.85], [3.73, 2.87, -0.12], [-1.96, -3.82, 0.22], [0.48, -0.78, -1.49], [1.24, 1.61, -0.72]], "mulliken_charge": [-0.53, 0.37, -0.41, 0.14, 0.45, 0.40, -0.64, 0.42, 0.19, -0.06, 0.31, 0.23, 0.35, 0.45, 0.56, -0.46, 0.43, -0.31, 0.43, -0.78, 0.29, 0.45, -0.49, 0.45, 0.24, 0.31, -0.05, 0.60, -1.18, -0.49, -1.70, 0.04, -2.01, -0.60, 0.45, 0.51, 0.37, 0.36, 1.53, 0.30, 0.27, 0.37, -1.44, 1.23, -1.27, -0.58, 0.35, 0.24, 0.44, -0.16, 0.43, 0.17, 0.32, 0.11, -0.45, -0.67, 0.72, -0.56, 0.09, 0.03, 0.47, -0.59, 0.37, 0.46, -0.16, 0.40, -0.48, -0.73, 0.83, -0.57, 0.84, -0.32, 0.24, -0.53, 0.35, 0.37, -0.83, 0.39, 0.75, -1.17, 0.12, -0.62, -0.55, -0.89, 0.64, -0.62, 0.33, 0.96, 0.37, 0.59], "energy_ev": -62871.5039, "homo_lumo_gap_ev": 6.604, "de_lowest_kj_mol": 1076.5, "charge": 1}